Below is C50H36BI4N4O2S4SbZr as an isolated structure, with properties calculated with the ωB97M-V functional and the def2-TZVPD basis.

Structure (XYZ):
```
103
Properties=species:S:1:pos:R:3:forces:R:3:lowdin_charge:R:1
Zr -0.08183 0.05539 0.04589 0.318 0.482 0.778 1.683
I -2.20338 5.82994 -6.62122 0.067 0.588 -0.456 0.844
C -1.57230 5.06337 -4.82351 -1.101 -2.087 0.352 -0.796
C -1.03890 5.72575 -3.79268 1.289 1.654 2.706 -0.155
C -0.76241 5.15761 -2.51026 -0.245 -1.440 -0.305 0.019
C -1.04554 3.78765 -2.28442 -0.505 1.334 0.750 -0.100
C -1.67301 3.14906 -3.36198 -0.132 -2.829 -0.017 -0.054
C -1.94746 3.73287 -4.56595 -0.199 0.280 -1.792 -0.182
C -1.07574 3.04140 -0.91653 1.934 2.474 -2.456 -0.098
C -2.24556 2.28633 -0.81186 -0.289 -4.891 0.901 -0.300
C -3.57622 2.50860 -1.04495 -0.221 -0.407 -0.119 -0.037
C -4.23939 1.29234 -1.07997 0.257 -1.643 0.002 0.015
C -3.24584 0.28099 -0.84493 0.048 2.302 -0.041 -0.284
C -3.42591 -1.08133 -0.79625 -1.726 -2.909 0.272 -0.065
C -4.87803 -1.55261 -0.99431 0.725 1.049 -0.113 -0.203
C -5.90211 -1.31403 -0.08318 0.278 -0.153 -0.080 -0.009
C -7.15847 -1.86440 -0.30398 0.275 0.764 1.012 -0.171
C -7.43109 -2.56987 -1.42611 0.210 -0.772 -0.131 -0.784
I -9.26670 -3.50122 -1.57800 -0.465 -0.217 -0.222 0.853
C -6.43981 -2.77292 -2.34720 -0.630 -0.132 -1.721 -0.160
C -5.21304 -2.18093 -2.17599 1.558 -0.545 -0.870 -0.043
C -2.56165 -2.13735 -0.47742 -0.839 1.981 -0.507 -0.245
N -1.26633 -1.92995 0.04453 -0.102 -1.291 1.013 -0.002
C -0.97730 -3.12236 0.69069 0.130 -1.160 -1.170 -0.221
C 0.11718 -3.44679 1.52039 -0.110 0.833 0.954 -0.093
C 0.27516 -4.71983 2.35739 0.531 -0.433 -2.166 -0.206
C 1.35784 -5.56121 2.01684 -0.082 0.277 0.323 -0.023
C 1.59571 -6.72741 2.74599 1.802 -1.031 -0.428 -0.161
C 0.74807 -7.09752 3.75779 -1.135 -0.214 1.323 -0.688
I 1.07219 -8.84056 5.00569 0.023 0.732 -0.737 0.720
C -0.37177 -6.32382 4.08414 0.521 0.341 0.244 -0.156
C -0.55649 -5.12594 3.38848 -0.948 -0.385 -0.267 -0.039
C 0.85784 -2.37786 2.04754 -1.008 -0.528 0.296 -0.250
C 1.53292 -2.53385 3.30879 1.634 2.100 1.046 0.029
C 1.85549 -1.26200 3.73018 -0.981 -2.585 -0.218 0.040
C 1.45816 -0.35309 2.74250 -1.197 -1.748 -1.149 -0.254
N 0.75637 -1.08168 1.72275 1.016 0.097 -0.221 -0.014
C 1.59555 0.94670 2.67232 0.172 2.519 -0.646 -0.105
C 1.29016 1.49593 1.33810 -1.526 1.332 -1.750 -0.334
C 2.23269 2.46398 0.57612 0.096 -0.627 2.706 -0.682
C 1.33589 3.40686 -0.16739 0.709 -0.200 -0.150 -0.485
C 0.00455 2.87824 -0.13650 -0.404 -0.410 1.562 -0.301
N -0.07692 2.03414 1.07593 -0.485 -0.360 -0.098 -0.501
C 1.84768 1.71924 3.91644 -0.631 -0.921 0.698 -0.201
C 3.00620 2.30757 4.35566 1.039 0.074 -1.246 -0.105
C 3.22407 2.81177 5.61609 -1.448 -0.035 1.057 -0.119
C 2.14873 2.62879 6.53816 0.546 -0.282 -1.368 -0.734
I 2.22306 3.24318 8.52251 0.234 0.174 0.199 0.780
C 0.95507 2.02153 6.11376 0.132 1.277 0.892 -0.173
C 0.78762 1.64416 4.80405 0.379 -0.127 0.163 -0.128
C -1.98209 -4.11534 0.35187 -1.241 0.496 -0.613 -0.019
C -2.99250 -3.50099 -0.34631 1.882 0.543 1.440 -0.007
N -2.02467 0.87785 -0.69523 -0.413 1.722 0.117 -0.018
H -0.87175 6.78176 -3.82367 0.268 0.537 -0.344 0.093
H -0.36176 5.75513 -1.68945 -0.013 0.082 -0.467 0.079
H -1.91974 2.03822 -3.26629 0.186 1.678 -0.020 0.148
H -2.47570 3.25454 -5.42012 0.491 -0.282 1.082 0.079
H -3.92635 3.46883 -1.25275 -0.854 1.249 -0.202 0.101
H -5.27002 0.99560 -1.31129 0.457 0.728 0.178 0.106
H -5.71019 -0.68609 0.77034 0.027 -0.100 0.339 0.126
H -7.94378 -1.79484 0.40688 -0.373 0.473 0.750 0.073
H -6.71509 -3.30173 -3.25890 0.409 0.046 0.080 0.093
H -4.40126 -2.24243 -2.93993 -0.924 -0.206 0.561 0.145
H 2.03548 -5.25273 1.20638 -0.388 -0.241 0.445 0.128
H 2.50154 -7.38967 2.57934 -1.195 1.049 -0.114 0.111
H -1.02158 -6.56252 4.94032 0.314 -0.043 -0.671 0.093
H -1.47445 -4.57184 3.54930 0.165 0.242 0.300 0.124
H 1.78729 -3.43850 3.83087 -0.198 -0.104 -0.033 0.106
H 2.14660 -0.94330 4.67318 1.040 0.288 1.516 0.101
H 2.82210 1.72139 0.13710 1.120 -0.416 -2.015 0.031
H 1.76531 3.64478 -1.09762 0.135 0.457 -1.468 0.065
H 3.72643 2.43945 3.56191 0.468 -0.038 0.523 0.002
H 4.14401 3.37481 5.78204 -0.354 -0.304 0.450 0.100
H 0.09917 2.05972 6.78608 0.201 -0.325 -0.090 0.085
H -0.13834 1.29349 4.40622 -0.591 -0.283 0.215 0.055
H -2.08676 -5.15188 0.60423 0.616 -0.254 0.523 0.097
H -3.97002 -3.89529 -0.48596 -0.380 -0.182 -0.539 0.101
S -0.85920 3.96309 3.34352 0.108 0.584 0.212 -0.099
Sb 1.68725 5.28978 0.96637 0.622 0.293 0.268 0.687
S 3.48229 3.45562 1.53123 -0.560 0.873 -0.866 0.459
S -1.33066 2.33340 2.33550 -0.208 -0.636 -0.616 0.295
S 2.52910 6.64269 -0.70846 -0.189 -0.345 0.181 -0.410
C 3.50515 -1.79467 -3.80699 0.595 0.070 1.177 -0.017
C 3.68059 -0.70909 -2.64923 -0.774 0.214 -1.831 -0.454
C 5.05054 -0.66844 -2.03360 -0.132 0.723 0.723 -0.020
O 2.76242 -0.93703 -1.57482 -0.645 0.246 -0.489 0.013
B 1.65214 -0.06665 -1.69388 0.537 -0.044 -0.246 -0.493
O 1.86549 0.80392 -2.76649 -1.480 -0.550 0.989 0.022
C 3.15916 0.68897 -3.27757 0.777 1.325 -0.474 -0.467
C 3.89371 1.98569 -2.85003 0.716 -0.824 0.897 -0.004
C 3.05814 0.80701 -4.81382 0.558 -2.489 0.662 -0.026
H 3.74777 -2.82754 -3.42772 -0.225 1.001 -0.273 0.087
H 4.24872 -1.52139 -4.61267 -1.064 -0.471 0.620 0.088
H 2.43632 -1.77730 -4.13826 1.066 -0.071 0.042 0.092
H 5.32044 -1.61616 -1.58466 -0.167 -0.257 0.212 0.083
H 5.03200 0.12009 -1.25380 0.129 -0.558 -0.267 0.103
H 5.83912 -0.41411 -2.70963 0.426 0.229 -0.756 0.073
H 3.87897 2.14488 -1.75735 0.098 -0.196 -0.389 0.085
H 3.44225 2.85784 -3.28530 -0.533 0.248 -0.272 0.083
H 4.92980 1.98350 -3.19875 0.088 -0.091 0.128 0.085
H 2.44740 0.00528 -5.22647 -0.221 0.132 -0.015 0.074
H 4.04065 0.63310 -5.21097 0.702 0.073 -0.400 0.074
H 2.71359 1.72421 -5.18879 -0.592 1.409 0.033 0.069
```
Forces are in eV/Å.

Summary:
**HOMO**: -1.75 eV
**2S+1**: 1
**Total charge**: -2
**Orbital gap**: 0.16242 Ha